# 1
{"formula": "C40H41I2N4O3Ru", "method": "ωB97M-V/def2-TZVPD", "symbols": ["Ru", "C", "C", "C", "C", "C", "C", "C", "C", "C", "C", "C", "C", "N", "C", "O", "C", "C", "C", "C", "C", "N", "C", "O", "N", "C", "C", "C", "C", "C", "C", "C", "C", "C", "C", "C", "C", "H", "H", "H", "H", "H", "H", "H", "H", "H", "H", "H", "H", "H", "H", "H", "H", "H", "H", "H", "H", "H", "H", "H", "H", "H", "H", "H", "H", "H", "H", "H", "H", "H", "H", "H", "H", "H", "I", "C", "C", "C", "I", "C", "C", "C", "C", "N", "C", "C", "O", "H", "H", "H", "H"], "xyz": [[0.09195, -0.13288, -0.43754], [0.20707, -4.27900, 0.00729], [0.12125, -3.38226, -1.23624], [0.97706, -3.99082, -2.34972], [-1.32628, -3.15353, -1.64267], [-1.89690, -3.96455, -2.60813], [-3.22703, -3.81583, -2.96224], [-3.97979, -2.83461, -2.35913], [-3.45739, -1.97084, -1.39162], [-4.47263, -0.95044, -0.87664], [-4.16905, -0.20232, 0.41838], [-4.79911, 0.04184, -2.00305], [-2.11093, -2.14208, -1.01979], [-1.46307, -1.38058, -0.00457], [-1.64206, -1.72017, 1.29787], [-2.45098, -2.52165, 1.74034], [-0.67362, -0.99921, 2.19018], [-0.64441, -1.06273, 3.56990], [0.33920, -0.35487, 4.24930], [1.27493, 0.38324, 3.53278], [1.19935, 0.37668, 2.15441], [0.24561, -0.30411, 1.51963], [2.18174, 1.02982, 1.22382], [3.13534, 1.66914, 1.63817], [1.87711, 0.77853, -0.08196], [2.86686, 1.09016, -1.05938], [3.92258, 0.17744, -1.26035], [4.95834, 0.53828, -2.11124], [4.93382, 1.74099, -2.79460], [3.86166, 2.60093, -2.64182], [2.82203, 2.30288, -1.76956], [1.73945, 3.32144, -1.49267], [1.22591, 4.00321, -2.76092], [2.26084, 4.35495, -0.48644], [3.92378, -1.17346, -0.57003], [4.91598, -1.20114, 0.60013], [4.24584, -2.30645, -1.54936], [1.21346, -4.25353, 0.43238], [-0.02203, -5.30894, -0.27335], [-0.50206, -3.98060, 0.77606], [0.56044, -2.40577, -0.97966], [0.72271, -5.04128, -2.49815], [2.03264, -3.94594, -2.07708], [0.83988, -3.47225, -3.30041], [-1.31061, -4.74137, -3.08115], [-3.66847, -4.46897, -3.70444], [-5.02435, -2.73224, -2.63124], [-5.38497, -1.52582, -0.68718], [-3.29327, 0.43506, 0.33860], [-4.02900, -0.90194, 1.24104], [-5.02140, 0.43473, 0.66664], [-3.90304, 0.57876, -2.30823], [-5.54214, 0.76745, -1.66468], [-5.19520, -0.46656, -2.88271], [-1.38275, -1.66325, 4.08266], [0.37663, -0.38050, 5.32988], [2.06241, 0.94814, 4.01135], [5.80561, -0.12498, -2.23903], [5.75267, 2.00902, -3.45058], [3.84326, 3.53313, -3.19349], [0.91192, 2.80094, -1.01704], [1.98695, 4.65037, -3.20073], [0.36061, 4.62760, -2.52744], [0.92854, 3.26756, -3.51138], [3.06336, 4.94723, -0.93172], [2.65278, 3.85831, 0.40152], [1.45711, 5.02922, -0.18000], [2.91736, -1.34823, -0.18219], [5.93848, -1.18814, 0.21598], [4.78338, -2.11248, 1.18796], [4.78409, -0.34045, 1.25326], [5.27422, -2.23077, -1.90541], [3.58038, -2.28480, -2.41476], [4.13970, -3.27161, -1.04971], [-3.12510, 4.22124, -0.65772], [-2.42107, 3.01998, -2.20012], [-2.74035, 3.25574, -3.52077], [-2.25763, 2.41261, -4.50872], [-2.86786, 2.80085, -6.47791], [-1.39102, 1.32489, -4.21403], [-0.83065, 0.47758, -5.17236], [0.04717, -0.51328, -4.76423], [0.35829, -0.63776, -3.42850], [-0.18481, 0.13177, -2.47790], [-1.04954, 1.10242, -2.85480], [-1.58271, 1.92789, -1.80557], [-1.31206, 1.72202, -0.58908], [-3.36469, 4.09634, -3.78810], [-1.06039, 0.60034, -6.22078], [0.49096, -1.17816, -5.49111], [1.08141, -1.36021, -3.07501]], "gap_ev": [5.692, 5.809], "spin_multiplicity": 2, "e_homo_ev": [-7.621, -7.654], "max_force_ev_per_a": 3.96}

***

# 2
{"formula": "C40H41N9O4SScSe", "method": "ωB97M-V/def2-TZVPD", "symbols": ["Sc", "N", "C", "N", "C", "N", "C", "C", "N", "C", "C", "N", "H", "H", "H", "H", "H", "O", "C", "N", "S", "O", "O", "C", "C", "C", "C", "C", "C", "H", "H", "H", "H", "C", "N", "C", "Se", "N", "C", "C", "C", "C", "C", "C", "H", "H", "H", "H", "H", "H", "H", "H", "C", "C", "C", "C", "C", "C", "C", "O", "C", "C", "C", "H", "H", "H", "H", "H", "H", "H", "H", "H", "H", "H", "H", "C", "N", "C", "C", "C", "C", "C", "C", "C", "C", "H", "H", "H", "H", "H", "H", "H", "H", "H", "H", "H", "H"], "xyz": [[1.19662, -0.61419, -1.20298], [-1.97622, -2.33479, -4.10801], [-1.40099, -1.24088, -3.60922], [-0.54326, -1.59658, -2.67315], [-0.63768, -2.94902, -2.66264], [-1.49577, -3.44927, -3.51699], [0.17391, -3.75589, -1.74827], [-0.20714, -5.04287, -1.40341], [0.51976, -5.79498, -0.58626], [1.64736, -5.25407, -0.13819], [2.02913, -3.96459, -0.47079], [1.28312, -3.19045, -1.26033], [-2.66599, -2.40819, -4.83819], [-1.64865, -0.24011, -3.92552], [-1.12284, -5.45991, -1.80344], [2.26735, -5.85264, 0.51742], [2.95689, -3.55940, -0.09885], [-1.93065, 1.75937, -2.00580], [-0.86294, 1.78616, -2.57869], [0.33757, 1.36485, -2.03376], [1.51565, 1.35722, -3.13768], [2.66511, 2.14510, -2.84482], [1.77804, -0.10731, -3.26290], [0.60031, 2.01591, -4.47150], [1.01776, 2.39050, -5.73365], [0.06629, 2.99202, -6.54825], [-1.23688, 3.20714, -6.09798], [-1.62740, 2.83194, -4.81725], [-0.68392, 2.23552, -4.00417], [2.03203, 2.22556, -6.07279], [0.34638, 3.30747, -7.54476], [-1.94990, 3.68799, -6.75468], [-2.63078, 3.00284, -4.44880], [-1.68446, -1.72940, 3.79424], [-0.73616, -0.65798, 3.53585], [0.43790, -0.78257, 2.87074], [1.05948, -2.24177, 1.93305], [1.05472, 0.41342, 2.94814], [0.27931, 1.32983, 3.65103], [0.46749, 2.66553, 3.97057], [-0.55547, 3.28928, 4.66787], [-1.72145, 2.60271, 5.02821], [-1.89737, 1.26284, 4.71469], [-0.86527, 0.64240, 4.02971], [-1.27525, -2.64942, 3.38704], [-2.63966, -1.50867, 3.31449], [-1.83041, -1.83554, 4.86856], [1.92173, 0.60450, 2.45939], [1.37375, 3.18901, 3.69341], [-0.44938, 4.33073, 4.94247], [-2.50293, 3.12969, 5.56022], [-2.79544, 0.72778, 4.99593], [-6.49285, -0.22543, 2.71614], [-5.14405, -0.08432, 2.06510], [-4.47039, -1.19727, 1.56900], [-3.22790, -1.09271, 0.96716], [-2.57052, -2.34059, 0.43649], [-2.63520, 0.18338, 0.87549], [-1.31458, 0.37995, 0.33597], [-0.58005, -0.51548, -0.10657], [-3.30753, 1.33241, 1.36042], [-2.73239, 2.72560, 1.24383], [-4.55117, 1.17059, 1.94489], [-6.84714, -1.25439, 2.69116], [-7.22958, 0.40458, 2.21509], [-6.45094, 0.09733, 3.75824], [-4.93173, -2.17564, 1.65062], [-3.20488, -3.20494, 0.62825], [-1.58957, -2.50791, 0.89072], [-2.40976, -2.25867, -0.64052], [-0.90496, 1.39065, 0.38521], [-1.82577, 2.84231, 1.84315], [-3.45538, 3.45438, 1.60596], [-2.49396, 2.96808, 0.20622], [-5.07935, 2.04496, 2.31306], [4.47668, -1.19483, -2.00302], [5.20277, -1.40451, -0.76760], [6.42609, -0.62251, -0.73722], [4.37316, -1.22248, 0.41816], [3.81664, 0.16172, 0.66060], [4.52367, 1.01793, 1.50154], [4.06799, 2.30225, 1.77409], [2.88335, 2.73008, 1.19337], [2.17538, 1.86597, 0.36467], [2.59918, 0.55683, 0.07499], [5.05707, -1.57137, -2.84713], [4.23406, -0.14213, -2.20138], [3.54713, -1.77757, -1.98447], [7.05575, -0.90335, -1.58261], [6.97817, -0.83620, 0.17978], [6.24505, 0.46085, -0.79072], [4.95638, -1.54326, 1.28467], [3.52688, -1.89801, 0.34058], [5.44403, 0.66802, 1.95839], [4.63044, 2.95659, 2.42879], [2.51660, 3.73579, 1.37023], [1.25977, 2.24649, -0.07011]], "gap_ev": 7.056, "spin_multiplicity": 1, "total_charge": 1, "de_lowest_ev": 0.430, "e_homo_ev": -10.016, "max_force_ev_per_a": 1.12}